Record 1
Density functional theory data (the ωB97M-V functional and the def2-TZVPD basis) for C22H32Cl2N3O3SSn as an isolated structure in a non-equilibrium geometry.

Results
Energy relative to the best compared isomer or geometry (same formula, charge and spin) ... 166.5 kJ/mol
Calculated total energy ... -75657.6818 eV
Net charge ... -1
LUMO (spin up / spin down) ... 0.082 / 0.082 Eh
2S+1 ... 1
HOMO energy (spin up / spin down) ... -0.12 / -0.13 eV

```
64
Properties=species:S:1:pos:R:3:forces:R:3:nbo_charge:R:1
O 3.280 1.082 -4.062 0.1248 0.5233 -1.9538 -0.468
C 3.154 1.297 -5.257 0.2127 -0.3541 1.1237 0.402
C 3.270 2.635 -5.914 0.0564 0.5226 0.1812 -0.154
C 3.564 3.759 -5.125 -0.0565 0.1239 -0.3232 -0.158
H 3.730 3.631 -4.054 -0.1215 -0.0327 -0.3213 0.249
C 3.637 5.022 -5.716 -0.0467 -0.2378 -0.2138 -0.215
H 3.860 5.889 -5.094 -0.0726 -0.1903 -0.2150 0.216
C 3.421 5.172 -7.096 -0.0333 -0.5043 0.1571 -0.199
H 3.467 6.163 -7.552 -0.0121 -0.3113 0.1219 0.210
C 3.145 4.043 -7.887 0.0907 0.1947 0.2344 -0.227
H 2.982 4.153 -8.961 0.0575 -0.0180 0.3392 0.210
C 3.077 2.780 -7.297 0.0457 -0.0030 0.4662 -0.187
H 2.872 1.883 -7.888 0.0050 0.3125 0.0771 0.212
H 2.949 0.468 -5.970 -0.0337 0.0305 0.1704 0.098
C -2.198 0.790 -2.181 -0.5405 0.3132 -0.1922 -0.686
C -1.939 -0.058 -0.991 1.3714 -0.4231 0.7632 -0.317
H -3.274 0.862 -2.388 0.1029 0.1134 -0.1948 0.178
H -1.694 0.391 -3.073 -0.0501 -0.0201 0.2443 0.229
H -1.807 1.802 -2.035 -0.0402 -0.0958 0.0155 0.237
C -2.775 -0.889 -0.380 -0.6219 -0.0394 -0.1260 -0.279
C -4.246 -1.043 -0.667 -0.2800 -0.1371 -0.2541 -0.644
H -2.443 -1.564 0.413 0.2182 0.3699 0.0387 0.189
H -4.588 -0.415 -1.500 0.0698 -0.1916 0.2032 0.200
H -4.850 -0.784 0.214 0.1105 -0.0266 -0.0989 0.194
H -4.483 -2.090 -0.908 -0.0489 0.1488 -0.0194 0.195
Sn 0.111 0.167 -0.106 -0.1085 -0.0294 0.1622 1.445
Cl -0.164 2.526 0.290 -0.4208 1.4098 0.1088 -0.634
Cl 1.227 0.015 -2.203 0.4580 -0.1594 -1.6223 -0.622
C -1.707 0.554 2.408 2.2552 -1.7059 -1.0989 0.535
O -0.761 -0.181 1.963 -2.0879 1.4403 1.4842 -0.686
N -2.355 0.259 3.524 -0.7388 -0.0663 0.4055 -0.403
C -2.046 -0.887 4.372 -0.1046 0.1489 0.0492 -0.420
C -3.484 1.071 3.951 0.2317 0.0284 -0.0806 -0.404
H -2.029 1.450 1.858 0.1000 -0.1690 0.1899 0.185
H -1.298 -1.531 3.910 0.0044 0.2827 -0.0135 0.255
H -2.972 -1.455 4.537 0.1595 0.0618 -0.0691 0.181
H -1.685 -0.528 5.346 0.0627 -0.1088 -0.2583 0.210
H -3.657 1.844 3.200 -0.0608 -0.0200 0.1594 0.217
H -3.279 1.542 4.919 0.0121 -0.0294 -0.1211 0.195
H -4.384 0.453 4.050 0.1057 0.0541 -0.0626 0.189
H 0.496 -5.510 0.790 -0.1401 0.1379 -0.0563 0.192
H 2.861 -5.378 -0.225 -0.0674 0.1228 -0.0562 0.194
C 0.150 -4.871 -0.033 0.2930 0.0279 0.0117 -0.428
C 2.425 -4.735 -0.997 -0.0983 0.1629 -0.0629 -0.402
N 1.257 -4.032 -0.485 0.1735 -0.9919 -0.1596 -0.407
H -0.691 -4.260 0.295 0.2260 0.0340 -0.0686 0.250
C 1.243 -2.712 -0.448 -1.9540 2.0103 1.4927 0.546
O 0.318 -2.057 0.137 1.4084 -2.6963 -1.3835 -0.690
H 3.163 -3.992 -1.304 -0.0217 -0.1782 -0.0022 0.225
H 2.083 -2.192 -0.927 -0.1650 -0.0596 0.1427 0.199
H -0.154 -5.524 -0.861 -0.0214 0.1307 0.1097 0.191
H 2.156 -5.359 -1.855 0.0206 0.0763 0.0589 0.191
S 2.472 0.183 0.979 -0.3870 -0.0555 0.6079 -0.181
C 2.078 0.087 2.638 1.2486 2.3767 -1.4768 -0.172
N 1.968 -1.141 3.243 -0.1867 -2.8958 -0.4267 -0.639
C 1.613 -1.294 4.550 -0.4214 1.2118 2.0530 -0.036
C 1.401 -0.172 5.333 0.0969 -3.0498 -0.2553 -0.321
C 1.497 1.101 4.740 -0.2671 2.3678 -0.3568 -0.455
C 1.845 1.222 3.405 -0.0482 -0.5798 0.0053 -0.163
H 2.106 -1.965 2.660 -0.1811 0.6013 0.3495 0.388
H 1.506 -2.325 4.899 0.0677 0.4300 0.0257 0.180
H 1.137 -0.287 6.383 0.0519 -0.0898 -0.2110 0.193
H 1.298 2.001 5.324 0.1043 -0.2337 -0.0714 0.188
H 1.934 2.169 2.878 -0.1069 -0.0657 0.2740 0.225
```
Positions in Å, forces in eV/Å.

=====

Record 2
Density functional theory data (the ωB97M-V functional and the def2-TZVPD basis) for H8LiO4 as an isolated structure in a non-equilibrium geometry.

Results
Energy relative to the best compared isomer or geometry (same formula, charge and spin) ... 122.5 kJ/mol
Calculated total energy ... -8520.5646 eV
Net charge ... +1
LUMO ... -0.134 Eh
2S+1 ... 1
HOMO energy ... -15.83 eV

```
13
Properties=species:S:1:pos:R:3:forces:R:3:nbo_charge:R:1
Li 0.045 -0.125 -0.019 -0.1735 0.5002 0.2777 0.916
O 1.671 -0.063 -1.137 2.4069 -0.3746 -4.2265 -1.032
H 1.696 -0.348 -2.243 0.1714 1.3642 5.0561 0.524
H 2.624 0.296 -0.928 -2.7318 -1.0599 -0.7661 0.528
O -1.662 -0.120 -1.215 2.7421 0.3712 -1.5954 -1.013
H -2.475 -0.433 -0.840 -0.7658 -0.5714 -0.7662 0.515
H -1.416 -0.334 -2.182 -1.7095 0.1355 2.4525 0.521
O -0.064 1.777 1.079 -0.1663 -0.5081 0.9355 -1.011
H -0.053 2.616 0.579 -0.1823 -0.3778 1.0961 0.511
H -0.238 1.862 2.069 0.3888 0.5223 -2.2622 0.517
O 0.050 -1.421 1.527 0.5542 1.9328 -1.0870 -1.003
H 0.562 -2.181 1.267 -0.4159 -0.8984 0.5789 0.514
H -0.741 -1.525 2.043 -0.1183 -1.0359 0.3066 0.514
```
Positions in Å, forces in eV/Å.

=====

Record 3
Density functional theory data (the ωB97M-V functional and the def2-TZVPD basis) for C44H29BaN7O8SeTe as an isolated structure.

Results
Energy relative to the best compared isomer or geometry (same formula, charge and spin) ... 0.0 kJ/mol
Calculated total energy ... -146245.8717 eV
Net charge ... -2
LUMO ... 0.101 Eh
2S+1 ... 1
HOMO energy ... -1.42 eV

```
91
Properties=species:S:1:pos:R:3:forces:R:3:lowdin_charge:R:1
Ba -0.014 1.043 -1.289 0.3413 -0.7366 -0.0797 1.709
O -0.703 -1.215 3.544 -0.0653 0.0325 -0.0359 0.075
C -1.345 -1.043 2.347 0.0942 -0.1046 0.0229 -0.467
O -1.465 -1.938 1.566 -0.0134 0.0699 0.0374 0.098
C -1.857 0.353 2.184 -0.0454 0.1224 0.1404 -0.212
C -2.053 1.161 3.293 -0.0345 -0.0646 -0.0448 -0.023
C -2.532 2.448 3.083 -0.0124 0.0197 0.0346 -0.054
C -2.789 2.861 1.795 -0.0730 0.0378 0.0182 -0.004
C -2.565 1.979 0.738 -0.0021 -0.0989 0.0389 -0.198
N -2.101 0.746 0.934 0.1148 0.1794 -0.0868 0.148
C -2.858 2.462 -0.705 -0.3318 0.1818 0.0173 -0.702
O -3.391 3.576 -0.771 -0.0075 -0.0035 -0.0055 -0.013
O -2.536 1.679 -1.633 0.3587 0.1340 0.1558 -0.230
H -0.419 -2.140 3.536 0.0078 -0.0296 0.0114 0.123
H -1.828 0.794 4.284 0.0180 -0.0270 -0.0030 0.111
H -2.692 3.112 3.924 -0.0065 0.0105 -0.0054 0.102
H -3.161 3.845 1.549 -0.0004 -0.0068 0.0045 0.112
Se 4.816 -3.103 5.004 -0.0348 0.0100 -0.0305 1.031
N 4.290 -3.517 3.343 0.0191 0.0049 0.0203 -0.238
C 3.564 -2.524 2.909 0.0096 0.0169 0.0410 -0.335
C 2.938 -2.484 1.598 -0.0375 0.0071 -0.0185 -0.101
C 3.068 -3.532 0.680 0.0350 0.0130 0.0557 0.002
C 2.433 -3.432 -0.529 0.0009 -0.0179 -0.0676 -0.017
C 1.671 -2.290 -0.796 0.0262 0.0497 0.0477 -0.176
N 1.535 -1.290 0.066 0.0598 -0.0352 -0.1321 0.084
C 2.166 -1.374 1.237 -0.0998 -0.0487 0.0046 -0.153
C 2.004 -0.232 2.167 0.0045 -0.0011 0.0359 -0.148
N 1.272 0.807 1.745 0.0400 0.0270 -0.0056 0.122
C 1.096 1.830 2.570 0.0147 -0.0152 -0.0580 -0.115
C 1.630 1.878 3.857 -0.0188 0.0495 -0.0021 -0.038
C 2.389 0.820 4.296 -0.0065 -0.0255 -0.0157 -0.008
C 2.588 -0.261 3.439 0.0097 0.0385 -0.0321 -0.105
C 3.384 -1.416 3.834 -0.0028 -0.0332 -0.0057 -0.338
N 3.961 -1.529 4.997 0.0303 -0.0093 0.0039 -0.242
H 3.670 -4.392 0.944 -0.0081 -0.0074 -0.0039 0.112
H 2.505 -4.204 -1.283 -0.0102 -0.0046 0.0004 0.113
H 1.166 -2.186 -1.743 -0.0145 0.0017 -0.0335 0.013
H 0.512 2.650 2.172 -0.0125 0.0317 -0.0202 0.088
H 1.446 2.740 4.483 0.0005 0.0008 0.0007 0.103
H 2.834 0.799 5.282 -0.0005 0.0045 -0.0003 0.110
C 2.033 -5.565 -6.392 -0.0004 -0.0057 0.0015 -0.075
C 1.162 -4.868 -5.379 0.0166 -0.0132 0.0088 -0.305
C 0.791 -5.486 -4.196 0.0173 -0.0167 -0.0137 -0.050
C -0.018 -4.852 -3.253 0.0229 0.0070 0.0345 -0.345
C -0.366 -5.600 -1.995 0.0045 0.0008 0.0067 -0.138
C -0.485 -3.543 -3.479 0.0735 0.0333 0.0470 -0.576
Te -1.665 -2.561 -2.000 -0.0389 0.1352 -0.1600 0.657
C -0.106 -2.910 -4.682 -0.0382 -0.0252 0.0220 -0.322
C -0.536 -1.508 -5.000 0.0294 -0.0157 -0.0436 -0.115
C 0.698 -3.578 -5.601 0.0050 0.0070 0.0112 -0.043
H 2.388 -6.523 -6.008 0.0014 0.0017 -0.0003 0.063
H 2.908 -4.962 -6.649 0.0058 0.0027 -0.0034 0.065
H 1.491 -5.759 -7.322 0.0003 0.0013 0.0000 0.068
H 1.141 -6.495 -3.992 -0.0005 -0.0026 -0.0005 0.098
H 0.082 -6.596 -2.002 0.0048 -0.0147 0.0011 0.061
H -1.448 -5.690 -1.882 -0.0041 -0.0016 -0.0019 0.048
H -0.029 -5.055 -1.108 -0.0147 -0.0091 -0.0126 0.038
H -0.019 -0.808 -4.342 0.0019 0.0506 0.0524 0.029
H -1.608 -1.379 -4.841 0.0056 0.0111 0.0252 0.045
H -0.279 -1.248 -6.030 -0.0209 -0.0185 0.0055 0.067
H 0.978 -3.063 -6.516 0.0029 0.0013 -0.0028 0.107
N 9.602 -3.303 -4.305 0.0085 0.0028 0.0011 0.113
C 8.563 -2.854 -4.090 0.0154 -0.0184 -0.0075 -0.216
C 7.271 -2.296 -3.824 -0.0195 0.0229 0.0082 -0.265
C 6.133 -2.819 -4.445 0.0020 0.0047 0.0149 -0.044
C 4.892 -2.276 -4.190 -0.0103 -0.0188 -0.0038 -0.026
C 4.736 -1.190 -3.307 -0.0135 -0.0981 0.0301 -0.267
C 5.893 -0.683 -2.687 -0.0080 0.0115 -0.0085 -0.035
C 7.136 -1.221 -2.940 -0.0048 -0.0182 -0.0122 -0.050
C 3.454 -0.646 -3.048 -0.0129 0.0912 -0.1236 -0.235
C 2.326 -0.181 -2.875 -0.2121 0.2751 0.2011 -0.131
H 6.234 -3.655 -5.126 0.0011 -0.0013 -0.0016 0.110
H 4.007 -2.683 -4.664 -0.0142 -0.0025 0.0050 0.111
H 5.785 0.148 -2.003 0.0064 0.0001 -0.0008 0.111
H 8.017 -0.818 -2.456 0.0015 0.0005 0.0001 0.108
O 0.786 3.648 -1.904 0.0064 0.0259 -0.0660 -0.133
C 0.400 4.125 -0.818 -0.0549 -0.1272 -0.0173 -0.680
O 0.162 3.466 0.226 -0.1127 -0.0839 -0.0005 -0.150
C 0.169 5.623 -0.746 0.0171 0.0177 -0.0159 -0.095
C -0.565 6.160 0.303 0.0030 -0.0114 0.0025 0.003
C -0.802 7.526 0.377 -0.0007 0.0383 -0.0032 -0.062
C -0.290 8.375 -0.590 -0.0122 -0.0560 0.0206 -0.018
C 0.442 7.816 -1.625 -0.0084 0.0475 -0.0915 -0.142
C 0.673 6.457 -1.734 -0.0426 -0.0117 0.0460 0.072
N 0.994 8.719 -2.651 0.1675 0.0047 0.1235 -0.358
O 0.777 9.914 -2.538 -0.0914 0.0429 -0.0069 0.042
O 1.661 8.237 -3.542 -0.0371 -0.0574 -0.0680 0.074
H -0.955 5.477 1.045 -0.0042 0.0030 0.0000 0.112
H -1.392 7.933 1.189 0.0017 0.0003 0.0027 0.100
H -0.450 9.441 -0.560 0.0012 0.0052 -0.0061 0.108
H 1.222 6.034 -2.563 0.0063 0.0082 -0.0040 0.130
```
Positions in Å, forces in eV/Å.